# 1
Computed, not measured: a molecular structure, C17H39AlO14P2 in a non-equilibrium geometry, with the ωB97M-V functional and the def2-TZVPD basis.

Its frontier orbital gap is 3.107 eV. The net charge is +2. As for the HOMO energy: -15.7 eV. For the relative energy (zero: lowest compared OMol25 entry of this formula, charge and spin), the calculation gives 0.00 kJ/mol. Its multiplicity is 1.

The geometry in XYZ format:
```
73
C17H39AlO14P2, DFT the ωB97M-V functional and the def2-TZVPD basis
Al 1.16906 0.38292 -0.68121
O 2.74383 -3.97905 0.67982
C 2.26963 -2.78112 0.40474
O 1.05836 -2.56932 0.21667
O 2.97622 -1.78938 0.03896
H 1.88988 -4.46806 0.65446
C -3.71259 -0.55964 -5.30285
C -3.99338 0.08458 -3.94148
O -2.87313 0.09051 -3.03040
P -2.46074 -1.09636 -2.08826
O -1.10119 -0.98085 -1.53939
O -3.69831 -1.28811 -1.08009
C -4.30205 -0.22002 -0.32135
C -4.45733 -0.66188 1.12182
O -2.64024 -2.41895 -2.93801
C -2.71159 -3.74918 -2.47955
C -1.34857 -4.27828 -2.06059
H -4.72111 -0.57081 -5.72710
H -3.18084 0.11288 -5.97443
H -3.29201 -1.55891 -5.25994
H -4.27694 1.11669 -4.13404
H -4.78204 -0.46343 -3.42327
H -3.58676 0.60903 -0.36036
H -5.21672 0.11689 -0.80677
H -3.54743 -1.22293 1.34756
H -4.39699 0.14811 1.84654
H -5.34813 -1.27957 1.20040
H -3.61745 -3.92000 -1.89331
H -2.99020 -4.43855 -3.28875
H -0.65411 -4.11995 -2.88571
H -0.98628 -3.59456 -1.28365
H -1.24072 -5.26562 -1.62031
C 1.34478 2.36958 5.63339
C 1.70946 2.21668 4.18381
O 2.99945 1.58064 4.01678
P 3.14094 0.35169 3.04185
O 2.44952 0.55636 1.75791
O 2.66860 -0.96933 3.81176
C 3.31544 -1.65501 4.89328
C 4.01051 -0.75497 5.88982
O 4.73267 0.20281 2.97908
C 5.38620 -0.54180 1.94950
C 6.87899 -0.32478 2.10899
H 2.07474 2.96424 6.17853
H 0.32879 2.75372 5.71082
H 1.31409 1.38617 6.11071
H 0.90086 1.72154 3.64088
H 1.70219 3.21329 3.73652
H 2.48112 -2.18242 5.35712
H 4.05334 -2.31170 4.41399
H 3.22420 -0.19297 6.39686
H 4.43444 -1.46455 6.60228
H 4.73835 -0.08489 5.44994
H 5.06365 -1.59457 1.93144
H 5.10867 -0.29797 0.91872
H 7.38829 -0.87652 1.30639
H 7.21745 0.68159 1.88079
H 7.25951 -0.89973 2.95161
C -3.87462 4.15731 -2.20477
C -2.54435 3.51919 -1.92101
O -1.88741 3.47228 -3.20066
C -0.81418 2.73657 -3.44405
O -0.18152 2.04258 -2.67308
O -0.53734 2.90043 -4.72181
C 0.80294 2.60609 -5.11001
H -3.73401 5.19899 -2.49243
H -4.47145 4.12747 -1.28943
H -4.50837 3.69526 -2.96093
H -2.69098 2.50842 -1.53451
H -2.06749 4.13511 -1.15812
H 1.19287 1.63659 -4.79667
H 1.49021 3.25892 -4.56242
H 0.92933 2.77059 -6.17298
```


# 2
Computed, not measured: a molecular structure, C23H21BF5N3O8V in a non-equilibrium geometry, with the ωB97M-V functional and the def2-TZVPD basis.

Its frontier orbital gap (alpha / beta) is 7.317 / 7.942 eV. As for the HOMO energy (alpha / beta): -8.9 / -8.9 eV. For the relative energy (zero: lowest compared OMol25 entry of this formula, charge and spin), the calculation gives 86.54 kJ/mol. Its multiplicity is 2.

The geometry in XYZ format:
```
62
C23H21BF5N3O8V, DFT the ωB97M-V functional and the def2-TZVPD basis
V 1.70379 1.00005 -0.29431
O -1.47411 -0.50910 1.49754
C -1.61804 -0.70163 0.10333
C -0.23043 -0.76778 -0.54065
O -0.01997 -1.01473 -1.69986
O 0.79363 -0.49944 0.29879
C -2.36672 -2.00477 -0.20990
C -2.77479 -2.83683 0.82196
C -3.47603 -4.00534 0.54974
C -3.77954 -4.34701 -0.75640
C -3.37402 -3.51395 -1.79230
C -2.67492 -2.35165 -1.52219
C -2.39046 0.51840 -0.40937
C -2.14241 1.13479 -1.62922
C -2.85548 2.26923 -1.99820
C -3.83319 2.78656 -1.16377
C -4.10345 2.15360 0.04443
C -3.38720 1.02924 0.41915
H -0.90475 -1.20911 1.85271
H -2.55995 -2.57764 1.84872
H -3.78214 -4.64383 1.36754
H -4.33468 -5.25079 -0.96879
H -3.60517 -3.77084 -2.81727
H -2.36172 -1.71306 -2.33681
H -1.37552 0.76179 -2.29087
H -2.62771 2.75354 -2.93838
H -4.39026 3.66730 -1.45499
H -4.87535 2.53779 0.69829
H -3.58999 0.54727 1.36451
N -0.60509 3.99615 0.93070
C 0.32680 3.07437 0.93121
O 0.23916 2.13222 0.09287
C 1.51108 3.00030 1.84423
C 2.21301 1.65854 1.59678
H -1.29199 3.99265 0.18533
H -0.52878 4.79999 1.53040
H 1.18066 3.13442 2.87852
H 2.16456 3.84039 1.59323
H 1.85858 0.89858 2.29168
H 3.29454 1.75259 1.65490
F 2.52969 2.90928 -0.91222
B 1.74709 3.23691 -2.12261
F 2.55540 3.77300 -3.06294
F 0.71117 4.06418 -1.75721
F 1.26694 1.93683 -2.47444
F 0.67163 -3.60874 -0.29092
C 1.57612 -2.90564 0.38626
C 2.76695 -2.60427 -0.12490
N 3.68624 -1.82651 0.56236
C 4.83128 -1.30977 -0.15455
C 4.46474 -0.20272 -1.13549
O 5.12148 0.16030 -2.05369
O 3.25459 0.35669 -0.81236
C 3.42141 -1.33477 1.81989
O 4.18388 -0.62242 2.43480
N 2.18166 -1.69097 2.32268
C 1.15535 -2.36387 1.67615
O 0.04498 -2.45393 2.15286
H 3.05228 -2.92349 -1.11861
H 5.32425 -2.11336 -0.70209
H 5.53964 -0.89143 0.56191
H 1.96129 -1.30756 3.23183
```


# 3
Computed, not measured: 8 unconnected molecules or ions with the total composition C21H38O31S7 in a non-equilibrium geometry, with the ωB97M-V functional and the def2-TZVPD basis.

The structure (SMILES) is C#COC(=O)OCC(C)C.O=S1(=O)OCCO1.O=S1(=O)OCCO1.O=S1(=O)OCCO1.O=S1(=O)OCCO1.O=S1(=O)OCCO1.O=S1(=O)OCCO1.O=S1(=O)OCCO1. Its frontier orbital gap is 9.856 eV. As for the HOMO energy: -9.7 eV. Its multiplicity is 1.

The geometry in XYZ format:
```
97
C21H38O31S7, DFT the ωB97M-V functional and the def2-TZVPD basis
C -1.92644 5.25225 -0.51808
C -2.82419 4.45278 -0.55181
O -3.76976 3.49741 -0.54809
C -3.07954 2.29607 -0.91918
O -2.56241 2.26928 -1.99374
O -3.10744 1.26377 -0.07006
C -1.76913 0.85162 0.30572
C -1.35606 1.15493 1.78271
C 0.17135 1.58547 1.79333
C -2.21042 2.23214 2.52825
H -0.93476 5.67938 -0.63851
H -1.00129 1.24005 -0.39757
H -1.73908 -0.25588 0.17702
H -1.40660 0.20781 2.36104
H 0.80192 0.69517 1.99288
H 0.46651 2.08197 0.84461
H 0.30680 2.35300 2.58719
H -3.16827 2.50423 2.04618
H -1.63686 3.16883 2.69994
H -2.42458 1.83160 3.54639
O -1.45854 -1.44635 3.83792
S -0.66793 -2.21253 2.93977
O -0.21997 -1.70850 1.68839
O -1.41885 -3.61935 2.68863
C -0.55611 -4.69401 3.06462
C 0.33433 -4.12291 4.15185
O 0.60409 -2.78265 3.73894
H 0.02765 -4.98618 2.18814
H -1.13872 -5.54542 3.41086
H 1.26096 -4.68121 4.26711
H -0.18730 -4.08305 5.11182
O 2.84326 1.32312 0.50239
S 3.86312 0.52605 -0.08037
O 5.24494 0.80325 0.08853
O 3.54659 0.39151 -1.65525
C 3.40715 -0.98991 -2.00155
C 2.90438 -1.66477 -0.74310
O 3.59929 -1.01186 0.32263
H 4.38770 -1.37033 -2.28967
H 2.71689 -1.10389 -2.83490
H 3.10410 -2.73421 -0.73625
H 1.83316 -1.49527 -0.60169
O -5.26296 9.95366 3.04150
S -4.17969 9.31735 2.37875
O -2.83463 9.74017 2.53878
O -4.52083 9.25340 0.80518
C -4.50986 7.89113 0.36433
C -4.89766 7.07807 1.58063
O -4.25372 7.73529 2.67702
H -3.49846 7.64817 0.03235
H -5.20416 7.75400 -0.46212
H -4.57464 6.04169 1.50871
H -5.97665 7.11091 1.75240
O 4.80346 -5.68584 -3.08189
S 4.57321 -4.55153 -3.90478
O 3.27106 -4.08661 -4.22772
O 5.40719 -4.74235 -5.26559
C 6.32005 -3.65329 -5.43714
C 6.65345 -3.19597 -4.03274
O 5.42298 -3.31125 -3.30901
H 5.81138 -2.86849 -6.00102
H 7.20177 -3.97882 -5.98519
H 7.02114 -2.17266 -4.00381
H 7.38520 -3.85785 -3.56293
O 3.10329 0.14701 -7.52019
S 2.66912 -1.03369 -6.86339
O 3.48007 -2.19560 -6.76940
O 1.23551 -1.44858 -7.46560
C 0.26343 -1.49966 -6.41550
C 0.74593 -0.50037 -5.38408
O 2.17094 -0.64224 -5.38113
H 0.25227 -2.51418 -6.01020
H -0.72411 -1.25274 -6.79925
H 0.33795 -0.69314 -4.39422
H 0.50780 0.52369 -5.68088
O 4.55571 -1.60847 3.73972
S 3.76862 -2.06283 4.82795
O 2.34707 -2.12148 4.77144
O 4.21058 -1.24484 6.14724
C 4.65115 -2.15380 7.15816
C 5.19837 -3.34867 6.40317
O 4.31663 -3.51143 5.28829
H 3.78743 -2.43145 7.76746
H 5.40278 -1.68454 7.78960
H 5.21979 -4.25097 7.01024
H 6.20032 -3.14778 6.01602
O -6.53321 1.82295 -0.29260
S -6.08450 0.52442 -0.65207
O -4.70585 0.21049 -0.78725
O -6.86747 0.07579 -1.99414
C -7.58202 -1.13809 -1.75394
C -7.91161 -1.11564 -0.27470
O -6.75812 -0.54648 0.34921
H -6.92510 -1.97567 -2.00122
H -8.47438 -1.18307 -2.37513
H -8.11165 -2.10804 0.12296
H -8.76433 -0.46348 -0.06933
```


# 4
Computed, not measured: a molecular structure, C14H38Br6N6O2P2 in a non-equilibrium geometry, with the ωB97M-V functional and the def2-TZVPD basis.

Its frontier orbital gap is 8.261 eV. As for the HOMO energy: -8.4 eV. Its multiplicity is 1.

The geometry in XYZ format:
```
68
C14H38Br6N6O2P2, DFT the ωB97M-V functional and the def2-TZVPD basis
O 3.19841 5.17586 -2.70641
P 2.21034 4.12536 -2.93786
N 2.78843 3.00210 -3.97723
C 2.02059 1.82820 -4.34170
C 3.90289 3.37886 -4.81315
N 0.75589 4.55826 -3.62377
C 0.88737 4.97870 -5.01790
C -0.16605 5.35646 -2.84097
N 1.72895 3.30650 -1.58829
C 0.53934 2.48594 -1.49589
C 2.38927 3.60673 -0.31702
H 0.95944 2.09305 -4.48206
H 2.07786 1.05187 -3.58197
H 2.31555 1.53780 -5.34815
H 4.85977 3.01927 -4.42074
H 3.98310 4.45511 -4.94729
H 3.77185 2.93630 -5.80609
H 0.99480 4.14110 -5.71095
H -0.03124 5.49196 -5.31959
H 1.69550 5.69861 -5.20483
H -0.26189 4.97196 -1.82119
H 0.14265 6.40535 -2.72028
H -1.17377 5.31646 -3.26168
H -0.09811 2.73417 -0.64393
H -0.04172 2.57215 -2.41719
H 0.78676 1.41618 -1.48372
H 2.50983 2.67667 0.25649
H 1.77931 4.25805 0.31969
H 3.37380 4.01455 -0.52126
O -1.96980 -1.37524 3.48019
P -2.43886 -2.45410 2.59823
N -3.28763 -3.62025 3.41347
C -4.19210 -4.58970 2.81000
C -2.96294 -3.75876 4.82635
N -1.15163 -3.17688 1.83721
C -1.23278 -3.93220 0.57472
C 0.17638 -2.97125 2.41474
N -3.45336 -2.04629 1.35788
C -2.92176 -1.37094 0.19959
C -4.79915 -1.61787 1.69982
H -4.40830 -5.38193 3.51997
H -3.80092 -5.02394 1.88637
H -5.14700 -4.13008 2.51717
H -3.09516 -4.79630 5.13918
H -3.58615 -3.12935 5.46795
H -1.91983 -3.50210 5.00759
H -1.60255 -3.30596 -0.23777
H -0.24611 -4.31082 0.34175
H -1.94917 -4.74831 0.68436
H 0.39661 -3.72207 3.17751
H 0.94158 -2.97844 1.63227
H 0.23841 -1.96294 2.82899
H -3.29152 -1.82808 -0.72390
H -3.13636 -0.29710 0.22695
H -1.83739 -1.45009 0.16736
H -5.10992 -2.07124 2.63926
H -5.51399 -1.97142 0.94730
H -4.87439 -0.52987 1.78135
C 2.61692 -1.05256 0.38636
Br 2.75116 -0.70491 2.27412
Br 0.77834 -1.08222 -0.14971
Br 3.48483 -2.70411 -0.04440
H 3.12796 -0.24964 -0.11945
C 3.02632 -2.90119 5.17129
Br 3.64079 -4.43535 4.23283
Br 4.44262 -1.67468 5.56889
Br 2.04669 -3.35029 6.73917
H 2.36125 -2.38512 4.49999
```